Arrangement A

{
  "formula": "C5H8NS",
  "method": "ωB97M-V with the def2-TZVPD basis set",
  "species": ["C", "C", "C", "C", "C", "N", "S", "H", "H", "H", "H", "H", "H", "H", "H"],
  "xyz": [[1.0522, 1.2141, -1.2633], [-1.1097, -0.9309, -2.0022], [1.2550, 1.3475, 0.1182], [0.6462, 0.2007, 0.9866], [-0.5352, -0.4462, 0.3216], [-0.6118, -0.3030, -1.0541], [1.2847, 1.6948, -2.6755], [-1.7461, -1.7464, -1.8034], [-0.9048, -0.5941, -3.0769], [2.3864, 1.5867, 0.2153], [0.7246, 2.1862, 0.5271], [1.4139, -0.5562, 1.1971], [0.3092, 0.6118, 1.9824], [-0.9145, -1.4490, 0.8021], [-1.3597, 0.1874, 0.7273]],
  "lowdin_charge": [-0.574, 0.062, -0.202, -0.156, -0.244, -0.056, 1.043, 0.090, 0.117, 0.188, 0.140, 0.120, 0.143, 0.181, 0.146],
  "e_homo_ev": -14.09,
  "gap_ev": 8.85,
  "molar_mass_g_mol": 114.19,
  "charge": 1
}

=====

Arrangement B

{
  "formula": "C5H8NS",
  "method": "ωB97M-V with the def2-TZVPD basis set",
  "species": ["C", "C", "N", "C", "C", "C", "S", "H", "H", "H", "H", "H", "H", "H", "H"],
  "xyz": [[1.9465, -1.7965, -0.5193], [1.0249, -1.0360, -0.0685], [0.2470, -0.1475, 0.3827], [0.3733, 0.6686, 1.5318], [-1.1009, 0.0768, -0.2952], [-1.2221, 0.9571, -1.2880], [-2.3971, -1.0122, 0.1921], [2.7751, -1.3572, -1.0943], [1.8980, -2.7627, -0.1002], [0.6370, 1.6778, 1.0307], [1.2771, 0.4201, 2.1006], [-0.6590, 0.9145, 1.9980], [-2.2092, 1.3480, -1.6196], [-0.5730, 1.7442, -1.4168], [-3.2201, -0.3224, -0.5758]],
  "lowdin_charge": [0.170, 0.007, -0.117, -0.003, -0.653, 0.038, 0.871, 0.130, 0.097, 0.143, 0.119, 0.150, 0.100, 0.051, -0.105],
  "e_homo_ev": -13.18,
  "gap_ev": 8.89,
  "smiles": "C=C=[N+](C)C(=C)S",
  "molar_mass_g_mol": 114.19,
  "charge": 1
}

=====

Of them, arrangement A has the highest stability.

=====

Arrangement A

{
  "formula": "C5H8NS",
  "method": "ωB97M-V with the def2-TZVPD basis set",
  "species": ["C", "C", "C", "C", "C", "N", "S", "H", "H", "H", "H", "H", "H", "H", "H"],
  "xyz": [[2.2326, 0.4527, 0.1418], [2.0229, -0.8244, 0.2958], [-1.5202, 0.2824, -0.0127], [1.1924, 1.3677, -0.1958], [-2.3663, -0.9550, 0.0837], [-0.2819, 0.1283, -0.0231], [0.3608, -1.4305, 0.0041], [3.1542, 0.8595, 0.0938], [2.8434, -1.5091, 0.4046], [-1.9484, 1.3373, -0.2883], [0.8522, 2.3078, 0.3895], [1.1907, 1.6754, -1.2116], [-1.8290, -1.7355, 0.6693], [-3.3858, -0.7224, 0.5826], [-2.5176, -1.2344, -0.9337]],
  "lowdin_charge": [-0.202, -0.300, -0.192, 0.092, -0.084, -0.296, 1.066, 0.101, 0.094, 0.189, 0.160, 0.103, 0.047, 0.134, 0.088],
  "e_homo_ev": -13.31,
  "gap_ev": 9.21,
  "molar_mass_g_mol": 114.19,
  "charge": 1
}

=====

Arrangement B

{
  "formula": "C5H8NS",
  "method": "ωB97M-V with the def2-TZVPD basis set",
  "species": ["C", "C", "C", "C", "C", "N", "S", "H", "H", "H", "H", "H", "H", "H", "H"],
  "xyz": [[0.8600, -2.2714, 1.4002], [0.8362, -1.5146, 0.2624], [-0.0356, -1.7800, 2.3731], [-0.5276, 1.8035, -0.5435], [-0.7633, 0.4066, -1.0258], [-0.1213, -0.5422, 0.2997], [-1.0191, -0.5795, 1.7346], [1.5501, -3.0039, 1.5670], [1.4629, -1.4450, -0.6030], [0.1022, -2.2554, 3.3666], [-1.1928, 1.9788, 0.3878], [-0.6527, 2.6552, -1.3001], [0.5044, 2.1083, -0.0699], [-0.1992, -0.1714, -1.8816], [-1.7557, 0.1368, -1.0796]],
  "lowdin_charge": [-0.104, -0.094, -0.314, -0.131, -0.073, -0.335, 1.146, 0.094, 0.141, 0.122, 0.089, 0.113, 0.120, 0.158, 0.069],
  "e_homo_ev": -14.89,
  "gap_ev": 10.22,
  "molar_mass_g_mol": 114.19,
  "charge": 1
}

=====

Of them, arrangement B has the highest stability.

=====

Arrangement A

{
  "formula": "C12H43N3O8",
  "method": "ωB97M-V with the def2-TZVPD basis set",
  "species": ["C", "O", "C", "C", "C", "N", "H", "H", "H", "H", "H", "H", "H", "H", "H", "H", "H", "C", "O", "C", "C", "C", "N", "H", "H", "H", "H", "H", "H", "H", "H", "H", "H", "H", "C", "O", "C", "C", "C", "N", "H", "H", "H", "H", "H", "H", "H", "H", "H", "H", "H", "O", "H", "H", "O", "H", "H", "O", "H", "H", "O", "H", "H", "O", "H", "H"],
  "xyz": [[-3.2070, 5.1766, 1.2132], [-2.7615, 3.8506, 1.0749], [-1.6934, 3.5285, 1.9497], [-1.4290, 2.0527, 1.8587], [-0.3302, 1.6575, 2.8195], [-1.0549, 1.6564, 0.4850], [-4.1614, 5.2618, 0.6969], [-2.5035, 5.8753, 0.7410], [-3.3421, 5.4557, 2.2617], [-0.7836, 4.0777, 1.6416], [-1.9037, 3.8447, 2.9796], [-2.3397, 1.5085, 2.1239], [-0.5753, 1.9515, 3.8391], [0.6283, 2.1254, 2.5607], [-0.1227, 0.5854, 2.7954], [-1.6753, 2.1449, -0.1620], [-0.1516, 2.1070, 0.3158], [3.7998, 0.5678, -0.2658], [5.1502, 0.5873, -0.7269], [5.8664, -0.5509, -0.3110], [7.3406, -0.3616, -0.6113], [8.0509, -1.7076, -0.4498], [7.9347, 0.6694, 0.2761], [3.3809, 1.5371, -0.5153], [3.7943, 0.3873, 0.8161], [3.2318, -0.2382, -0.7416], [5.7546, -0.6845, 0.7767], [5.4908, -1.4267, -0.8594], [7.4439, 0.0130, -1.6323], [7.6171, -2.4566, -1.1101], [7.8707, -2.0532, 0.5757], [9.1247, -1.5849, -0.5685], [8.7438, 0.2768, 0.7499], [7.2924, 0.8743, 1.0375], [-7.3686, -1.3277, -0.7431], [-6.1346, -0.6845, -0.5713], [-5.0912, -1.3434, -1.2481], [-3.8373, -0.5091, -1.1581], [-2.7643, -0.9757, -2.1403], [-3.2848, -0.5727, 0.2230], [-7.3289, -2.3866, -0.4705], [-7.7060, -1.2685, -1.7924], [-8.1097, -0.7961, -0.1510], [-4.9239, -2.3503, -0.8375], [-5.3346, -1.5001, -2.3135], [-4.0919, 0.5331, -1.3916], [-1.9072, -0.3056, -2.1006], [-3.1507, -1.0295, -3.1578], [-2.3921, -1.9757, -1.9034], [-2.5337, 0.1195, 0.2801], [-3.9973, -0.2425, 0.8688], [-0.6331, -3.9292, -2.1183], [-0.8746, -3.5345, -1.2658], [0.0123, -3.3241, -2.4960], [1.3858, -2.8116, 2.2298], [1.3934, -2.2619, 1.4334], [1.4984, -3.7117, 1.9131], [0.7275, -0.3740, -3.1352], [0.2333, -0.1543, -2.3397], [0.5746, 0.3561, -3.7414], [0.6405, -0.8449, 0.2479], [0.2717, 0.0439, 0.3332], [-0.1328, -1.4277, 0.3156], [-1.5598, -2.7506, 0.3013], [-1.9039, -3.4022, 0.9183], [-2.1574, -1.9668, 0.3763]],
  "lowdin_charge": [-0.109, -0.191, -0.221, -0.432, -0.053, 0.029, 0.089, 0.091, 0.087, 0.139, 0.130, 0.137, 0.085, 0.088, 0.083, 0.086, 0.093, -0.098, -0.188, -0.242, -0.431, -0.072, 0.035, 0.083, 0.086, 0.079, 0.128, 0.131, 0.132, 0.075, 0.082, 0.074, 0.056, 0.063, -0.119, -0.182, -0.223, -0.394, -0.042, 0.045, 0.089, 0.091, 0.087, 0.138, 0.131, 0.142, 0.058, 0.089, 0.063, 0.039, 0.093, -0.074, -0.024, 0.026, -0.071, -0.012, 0.031, -0.053, -0.008, 0.036, -0.070, -0.006, 0.004, -0.088, 0.071, 0.007],
  "e_homo_ev": -9.00,
  "gap_ev": 9.37,
  "smiles": "COC[C@H](C)N.COC[C@H](C)N.COC[C@H](C)N.O.O.O.O.O",
  "molar_mass_g_mol": 357.49,
  "charge": 0
}

=====

Arrangement B

{
  "formula": "C12H43N3O8",
  "method": "ωB97M-V with the def2-TZVPD basis set",
  "species": ["C", "O", "C", "C", "C", "N", "H", "H", "H", "H", "H", "H", "H", "H", "H", "H", "H", "C", "O", "C", "C", "C", "N", "H", "H", "H", "H", "H", "H", "H", "H", "H", "H", "H", "C", "O", "C", "C", "C", "N", "H", "H", "H", "H", "H", "H", "H", "H", "H", "H", "H", "O", "H", "H", "O", "H", "H", "O", "H", "H", "O", "H", "H", "O", "H", "H"],
  "xyz": [[2.9069, -0.3503, -2.7426], [3.4831, -0.5746, -4.0362], [3.9699, 0.7072, -4.4933], [5.0356, 0.5053, -5.5446], [6.4843, 0.1345, -5.1469], [5.1874, 1.8655, -6.1270], [2.6247, -1.3353, -2.3710], [1.9637, 0.1854, -2.8496], [3.5204, 0.1392, -1.9862], [3.0944, 1.3390, -4.6430], [4.4591, 1.3304, -3.7447], [4.6608, -0.1685, -6.3151], [6.7514, 0.8263, -4.3481], [7.1054, 0.1944, -6.0406], [6.3875, -0.8245, -4.6380], [4.3445, 2.4209, -6.1610], [5.3759, 1.8917, -7.1189], [-9.7728, -0.6097, 0.2698], [-8.3911, -0.7320, 0.7160], [-8.2412, -1.5931, 1.8274], [-6.7384, -1.6492, 2.1823], [-6.4323, -2.2695, 3.5395], [-6.1476, -0.3518, 2.0555], [-10.2532, -1.5528, 0.5306], [-9.8087, -0.4872, -0.8127], [-10.2908, 0.2192, 0.7521], [-8.8994, -1.3359, 2.6572], [-8.6533, -2.5794, 1.6142], [-6.2521, -2.1982, 1.3759], [-5.3862, -2.4969, 3.7450], [-6.9235, -3.2319, 3.6830], [-6.8194, -1.5839, 4.2933], [-6.6876, 0.2717, 2.6383], [-5.2041, -0.3005, 2.4124], [3.3466, 0.7646, 2.5629], [4.6898, 1.2153, 2.6995], [5.5926, 0.1615, 2.8454], [6.9968, 0.3866, 2.2364], [7.0356, 0.2056, 0.6950], [7.9273, -0.5656, 2.9458], [2.8928, 0.4782, 3.5117], [3.2624, -0.0523, 1.8461], [2.7139, 1.5609, 2.1710], [5.7016, -0.0306, 3.9127], [5.2020, -0.7518, 2.3967], [7.1531, 1.4268, 2.5221], [6.9432, 1.0903, 0.0650], [6.3060, -0.5767, 0.4854], [7.9368, -0.2673, 0.3048], [7.9429, -0.3999, 3.9420], [8.9030, -0.4938, 2.6947], [-3.5488, 4.2675, 1.8373], [-3.2556, 3.3820, 2.0521], [-4.1231, 4.1531, 1.0801], [-1.3551, -0.2913, 0.5995], [-2.1845, -0.4081, 0.1363], [-1.6027, 0.0861, 1.4436], [-3.3304, -2.8063, -3.1328], [-2.4393, -2.9441, -2.8116], [-3.6148, -1.9954, -2.7111], [-2.3017, 1.4568, 4.0598], [-1.4944, 1.3037, 4.5507], [-2.7161, 2.1966, 4.5039], [-4.6782, 0.3555, -1.6099], [-5.1208, 0.9883, -2.1756], [-5.2341, 0.2984, -0.8328]],
  "lowdin_charge": [-0.115, -0.169, -0.222, -0.411, -0.052, 0.003, 0.084, 0.084, 0.083, 0.122, 0.118, 0.131, 0.073, 0.078, 0.073, 0.056, 0.064, -0.069, -0.199, -0.219, -0.447, -0.065, 0.029, 0.076, 0.084, 0.083, 0.122, 0.118, 0.135, 0.076, 0.073, 0.078, 0.077, 0.072, -0.103, -0.169, -0.248, -0.382, -0.049, 0.026, 0.083, 0.083, 0.084, 0.119, 0.112, 0.123, 0.074, 0.069, 0.064, 0.055, 0.059, -0.050, 0.011, 0.030, -0.048, 0.017, 0.013, -0.053, 0.028, 0.006, -0.050, 0.035, 0.034, -0.048, 0.035, 0.017],
  "e_homo_ev": -9.23,
  "gap_ev": 9.32,
  "smiles": "COC[C@H](C)N.COC[C@H](C)N.COC[C@H](C)N.O.O.O.O.O",
  "molar_mass_g_mol": 357.49,
  "charge": 0
}

=====

Of them, arrangement A has the highest stability.

=====

Arrangement A

{
  "formula": "H2NOS2",
  "method": "ωB97M-V with the def2-TZVPD basis set",
  "species": ["N", "O", "S", "S", "H", "H"],
  "xyz": [[-1.6066, -0.8339, 0.5137], [0.1129, 0.4892, -2.6384], [-0.5495, 3.0404, -1.2503], [-0.3849, 0.9702, -1.3130], [-0.6302, -0.7814, 0.2379], [0.7931, 0.8249, -0.4599]],
  "lowdin_charge": [0.015, -0.724, -0.197, 0.170, -0.199, -0.064],
  "e_homo_ev": [-3.53, -3.53],
  "gap_ev": [6.12, 6.13],
  "molar_mass_g_mol": 96.16,
  "charge": -1
}

=====

Arrangement B

{
  "formula": "H2NOS2",
  "method": "ωB97M-V with the def2-TZVPD basis set",
  "species": ["N", "O", "S", "S", "H", "H"],
  "xyz": [[-1.1193, -0.1340, -0.1898], [-1.8620, -1.1166, -0.5142], [2.1742, -0.1562, -0.1549], [-1.8292, 1.1539, 0.4522], [0.8927, 0.0357, -0.5916], [1.7435, 0.2172, 0.9983]],
  "lowdin_charge": [-0.809, -0.344, 0.402, 0.270, -0.238, -0.280],
  "e_homo_ev": -3.29,
  "gap_ev": 7.03,
  "molar_mass_g_mol": 96.16,
  "charge": -1
}

=====

Of them, arrangement B has the highest stability.

=====

Arrangement A

{
  "formula": "C2H2O2",
  "method": "ωB97M-V with the def2-TZVPD basis set",
  "species": ["C", "C", "O", "O", "H", "H"],
  "xyz": [[2.6964, 0.0008, -0.3498], [0.2012, -0.0732, -0.1124], [3.7692, -0.0317, 0.1045], [1.5387, 0.1229, 0.1939], [-0.2487, -1.0117, -0.0127], [-0.3586, 0.9402, 0.0604]],
  "lowdin_charge": [-0.296, 0.049, 0.132, -0.037, 0.041, 0.110],
  "e_homo_ev": [-8.55, -9.25],
  "gap_ev": [8.11, 8.91],
  "molar_mass_g_mol": 58.04,
  "charge": 0
}

=====

Arrangement B

{
  "formula": "C2H2O2",
  "method": "ωB97M-V with the def2-TZVPD basis set",
  "species": ["C", "C", "O", "O", "H", "H"],
  "xyz": [[1.9735, -0.1170, 0.0972], [0.5095, 0.2549, 0.1003], [-1.8160, -0.6015, 0.3273], [-0.5886, 0.5783, 0.3706], [2.5628, 0.2356, -0.8330], [-2.6412, -0.3504, -0.0624]],
  "lowdin_charge": [0.152, -0.205, -0.043, 0.050, 0.020, 0.026],
  "e_homo_ev": [-9.64, -9.64],
  "gap_ev": [7.24, 7.24],
  "molar_mass_g_mol": 58.04,
  "charge": 0
}

=====

Arrangement C

{
  "formula": "C2H2O2",
  "method": "ωB97M-V with the def2-TZVPD basis set",
  "species": ["O", "C", "C", "O", "H", "H"],
  "xyz": [[1.8186, -0.8248, -2.0468], [1.1579, -0.7992, -1.0691], [0.1917, -0.2343, -0.1528], [0.7377, -1.6442, -0.1172], [0.5190, 0.4934, 0.4326], [-0.8515, -0.1384, -0.5878]],
  "lowdin_charge": [0.159, -0.501, 0.037, 0.100, 0.061, 0.145],
  "e_homo_ev": -10.61,
  "gap_ev": 11.42,
  "smiles": "O=C1CO1",
  "molar_mass_g_mol": 58.04,
  "charge": 0
}

=====

Of them, arrangement C has the highest stability.

=====

Arrangement A

{
  "formula": "C3H8NO2",
  "method": "ωB97M-V with the def2-TZVPD basis set",
  "species": ["N", "C", "H", "H", "H", "H", "H", "O", "O", "C", "C", "H", "H", "H"],
  "xyz": [[1.0315, -2.1113, 2.8566], [0.0189, -1.3869, 3.6327], [0.9134, -1.9207, 1.8554], [1.9704, -1.7775, 3.1010], [-0.9758, -1.7638, 3.3409], [0.0355, -0.2929, 3.4927], [0.1790, -1.6073, 4.7015], [0.0432, -0.1040, -2.6631], [0.3291, 1.9197, -1.6632], [-0.0445, 1.1525, -2.5923], [-0.7391, 1.8457, -3.7968], [-1.8222, 1.8993, -3.5953], [-0.3571, 2.8703, -3.9415], [-0.5823, 1.2769, -4.7287]],
  "lowdin_charge": [-0.094, -0.219, 0.067, 0.053, 0.067, 0.064, 0.060, -0.133, -0.133, -0.803, -0.078, 0.052, 0.047, 0.047],
  "e_homo_ev": -3.80,
  "gap_ev": 7.28,
  "molar_mass_g_mol": 90.10,
  "charge": -1
}

=====

Arrangement B

{
  "formula": "C3H8NO2",
  "method": "ωB97M-V with the def2-TZVPD basis set",
  "species": ["C", "C", "O", "H", "H", "H", "H", "N", "C", "O", "H", "H", "H", "H"],
  "xyz": [[0.8046, -0.7429, -1.9129], [0.1352, 0.4454, -1.9937], [-1.0982, 0.7136, -1.6181], [1.8697, -0.9104, -2.1949], [0.2303, -1.6259, -1.6121], [0.7112, 1.3190, -2.3737], [-1.0816, 0.7581, -0.5410], [0.6085, 0.0813, 2.1999], [-0.5379, -0.2229, 1.3580], [-1.1865, 0.8582, 0.7923], [0.7329, 1.0623, 2.0729], [0.2653, 0.0123, 3.1689], [-0.2079, -0.9902, 0.5907], [-1.2457, -0.7579, 2.0638]],
  "lowdin_charge": [-0.054, -0.384, -0.105, 0.029, 0.032, 0.090, -0.012, -0.033, -0.520, -0.272, 0.028, 0.039, 0.078, 0.084],
  "e_homo_ev": -3.57,
  "gap_ev": 8.13,
  "molar_mass_g_mol": 90.10,
  "charge": -1
}

=====

Of them, arrangement A has the highest stability.